Computed, not measured: a structure of composition C4H2O2, with ωB97M-V/def2-TZVPD.

Geometry as ORCA input:
```
! RIJCOSX wB97M-V def2-TZVPD def2/J DEFGRID3
* xyz 0 1
O -2.823 -0.456 0.468
C -1.961 0.164 0.022
C -0.919 0.869 -0.485
C 0.072 0.039 -0.043
C 1.555 0.106 -0.160
O 2.185 -0.787 0.361
H -0.159 -0.871 0.526
H 2.050 0.936 -0.690
*
```

Orbital gap (Eh): 0.31685
Relative energy (zero: lowest compared OMol25 entry of this formula, charge and spin) (kJ/mol): 75.5

=====

Computed, not measured: a cluster of 9 separate species, C23H58Cl5NO14 in total, with ωB97M-V/def2-TZVPD.

Geometry as ORCA input:
```
! RIJCOSX wB97M-V def2-TZVPD def2/J DEFGRID3
* xyz 0 1
C -6.288 3.708 -3.315
C -5.077 4.119 -2.458
C -3.720 3.669 -3.009
C -2.473 4.148 -2.225
N -1.347 3.130 -2.052
C -0.028 3.707 -1.372
C 1.086 2.828 -1.906
C 0.686 2.357 -3.389
C -0.858 2.587 -3.454
C -1.920 2.042 -1.108
H -6.330 4.420 -4.139
H -7.174 4.002 -2.753
H -6.485 2.670 -3.582
H -5.035 3.892 -1.393
H -5.051 5.208 -2.477
H -3.679 4.023 -4.039
H -3.855 2.590 -3.086
H -2.618 4.345 -1.163
H -2.121 5.009 -2.793
H 0.016 3.671 -0.283
H 0.001 4.772 -1.603
H 1.197 1.997 -1.210
H 1.981 3.434 -1.767
H 1.012 1.333 -3.565
H 1.258 2.989 -4.068
H -1.384 1.640 -3.570
H -1.278 3.125 -4.303
H -1.134 1.288 -1.155
H -2.915 1.784 -1.468
H -1.988 2.559 -0.151
Cl 0.049 -1.035 0.621
O 0.914 -0.624 -0.451
O -1.252 -1.254 0.068
O 0.544 -2.254 1.201
O -0.096 0.018 1.552
C -0.582 0.986 5.316
C -0.884 -0.519 5.090
O -2.096 -0.933 5.793
O -0.053 1.321 6.534
H -1.501 1.457 4.968
H 0.259 1.323 4.711
H -0.122 -1.182 5.501
H -0.980 -0.738 4.026
H -1.771 -1.434 6.544
H -0.749 1.269 7.192
C -0.047 -2.344 -3.221
C 1.360 -2.950 -3.328
O 1.734 -3.291 -4.665
O -0.089 -0.913 -3.170
H -0.480 -2.580 -2.249
H -0.697 -2.860 -3.928
H 1.406 -3.923 -2.839
H 2.154 -2.400 -2.821
H 1.919 -2.492 -5.163
H 0.267 -0.562 -2.351
C 4.356 -3.995 2.263
C 5.879 -4.172 2.022
O 6.108 -5.542 1.668
O 4.010 -2.659 2.249
H 3.988 -4.446 3.184
H 3.829 -4.534 1.475
H 6.508 -3.681 2.765
H 6.020 -3.559 1.132
H 7.055 -5.664 1.767
H 3.134 -2.598 2.637
C 5.289 -0.573 -0.486
C 4.227 -1.521 -1.031
O 4.788 -2.460 -1.935
O 5.879 -1.068 0.667
H 4.917 0.418 -0.227
H 5.978 -0.197 -1.241
H 3.392 -0.999 -1.499
H 3.807 -2.030 -0.163
H 5.589 -2.890 -1.627
H 5.212 -1.574 1.137
C 2.841 3.193 1.984
C 3.424 1.797 1.502
O 3.172 0.801 2.514
O 1.427 2.996 2.231
H 3.039 3.963 1.237
H 3.419 3.495 2.857
H 4.469 1.869 1.201
H 2.943 1.548 0.556
H 2.308 0.442 2.299
H 1.370 2.294 2.883
Cl -4.873 0.474 3.931
C -4.833 -0.556 2.489
C -4.135 0.016 1.277
Cl -4.695 1.644 0.959
H -5.841 -0.970 2.451
H -4.448 -1.491 2.898
H -4.348 -0.589 0.396
H -3.061 -0.015 1.464
Cl -5.023 -3.459 -0.064
C -3.630 -4.522 0.396
C -2.594 -4.672 -0.730
Cl -3.331 -5.443 -2.091
H -4.101 -5.438 0.752
H -3.136 -3.986 1.206
H -1.684 -5.086 -0.298
H -2.333 -3.692 -1.131
*
```

Orbital gap (Eh): 0.33879
Relative energy (zero: lowest compared OMol25 entry of this formula, charge and spin) (kJ/mol): 227.5

=====

Result set for HOMO energy: -10.089, -9.260 eV, one per record in the order listed.
Result set for E_tot: -8271.7457, -117546.4786 eV, one per record in the order listed.
Result set for LUMO energy: -0.0539, -0.0015 Eh, one per record in the order listed.